162
Properties=species:S:1:pos:R:3:forces:R:3 method="wB97M-V/def2-TZVPD" smiles=CC1(C)CCCC(C)(C)N1O.CC1(C)CCCC(C)(C)N1O.CC1(C)CCCC(C)(C)N1O.COCCNCCOC.COCCNCCOC.COCCNCCOC total_charge=0 total_energy_ev=-75677.8907 homo_ev=-8.244 e_above_lowest_ev=0.000 orbital_gap_ha=0.320
C 3.8259 -3.9677 2.7251 1.2 -0.7 -0.2
C 2.5833 -3.6263 3.5269 -0.1 0.9 -0.4
C 2.9076 -2.6934 4.7180 0.2 -0.4 -0.5
C 1.6847 -2.8256 2.5523 -1.0 -0.5 1.4
C 0.2372 -2.7312 3.0651 0.6 -1.0 0.2
C -0.2615 -4.1228 3.4217 -1.4 -0.1 -0.4
C 0.5912 -4.8989 4.4252 -0.7 0.5 0.0
C 0.4234 -4.3018 5.8361 1.1 -0.3 0.0
C 0.0586 -6.3368 4.4697 0.1 -0.1 -0.5
N 1.9470 -4.9027 3.8792 0.0 -0.1 -0.2
O 2.8177 -5.6032 4.7692 -0.1 0.1 0.2
H 4.5555 -4.5191 3.3250 0.0 0.1 0.1
H 3.6234 -4.6149 1.8663 -0.5 -0.1 0.2
H 4.3678 -3.1297 2.2789 -0.3 0.4 0.4
H 3.1224 -3.2678 5.6161 0.2 0.1 0.0
H 3.7684 -2.0964 4.4146 0.1 0.1 0.3
H 2.0789 -2.0128 4.8958 0.0 0.0 0.2
H 2.0331 -1.7929 2.5534 0.6 -0.2 -0.8
H 1.6835 -3.3749 1.6115 0.1 0.5 -0.4
H 0.1767 -2.1925 4.0136 0.1 0.6 -0.3
H -0.3690 -2.2575 2.2938 -0.3 0.1 0.2
H -0.4922 -4.7233 2.5330 0.6 0.0 -0.1
H -1.2583 -4.0328 3.8753 0.1 0.1 0.1
H 1.1977 -4.8067 6.4224 -0.3 0.1 0.4
H -0.5580 -4.5237 6.2486 0.0 0.0 0.0
H 0.6372 -3.2391 5.9176 -0.2 0.1 -0.2
H 0.1544 -6.8369 5.4318 0.2 0.1 0.1
H 0.5921 -6.9125 3.7099 -0.1 -0.1 0.0
H -0.9954 -6.3270 4.1879 0.0 -0.1 0.1
H 2.9485 -6.4481 4.3280 0.1 0.0 0.0
C -4.1846 4.2004 2.4442 0.6 1.5 -0.8
C -3.5542 3.8011 1.0956 1.0 -0.7 -0.1
C -2.1873 4.5017 0.9192 -0.6 0.3 -0.1
C -3.3209 2.2839 1.1596 -0.9 -0.5 -1.1
C -3.1728 1.6224 -0.2255 0.9 -0.7 1.8
C -4.3032 1.9890 -1.1544 0.7 -0.4 -0.2
C -4.4588 3.4962 -1.3294 0.6 -0.7 -0.8
C -3.3312 4.0119 -2.2402 -0.1 -0.1 -0.5
C -5.7760 3.7672 -2.0486 0.0 1.2 -0.4
N -4.4669 4.0916 -0.0040 -1.3 0.3 0.7
O -4.6269 5.5119 -0.0878 0.1 -0.2 0.0
H -5.2663 4.2838 2.3463 -0.1 -1.1 0.4
H -3.7106 3.5632 3.1851 -0.8 -0.1 0.4
H -3.9362 5.2376 2.7031 0.4 -0.1 -0.1
H -1.4476 4.1395 1.6320 0.0 0.1 0.1
H -1.8112 4.3762 -0.0925 0.1 -0.1 0.0
H -2.3770 5.5654 1.0601 0.4 0.1 0.0
H -2.4513 2.0597 1.7762 -0.1 0.1 0.1
H -4.1977 1.7674 1.5676 0.0 0.4 0.5
H -2.1203 1.7429 -0.5086 -0.3 0.5 -0.9
H -3.1957 0.5450 -0.0131 -0.2 0.0 -0.2
H -5.2353 1.5388 -0.8032 0.0 0.1 0.3
H -4.0848 1.4780 -2.0973 -0.2 0.4 -0.3
H -2.3464 3.6770 -1.9203 0.0 0.3 0.2
H -3.4048 5.0926 -2.3620 0.3 0.0 0.3
H -3.4329 3.6006 -3.2496 -0.2 -0.1 0.1
H -5.9062 4.8545 -2.0643 -0.3 -0.1 0.2
H -6.6615 3.2879 -1.6366 0.1 -0.1 0.2
H -5.7002 3.5482 -3.1152 0.1 -0.5 0.1
H -5.4804 5.6431 0.3374 0.0 0.2 -0.1
C -3.7760 -7.5067 -1.5513 -0.3 -0.3 0.4
C -4.8025 -6.5575 -2.2101 0.8 0.5 1.2
C -5.7322 -6.0061 -1.1264 -1.1 0.2 -0.2
C -4.0330 -5.3342 -2.7309 1.4 1.4 -0.6
C -3.5359 -5.4044 -4.1801 -0.5 -1.8 0.1
C -4.6238 -5.9814 -5.0743 -0.2 1.1 -0.9
C -5.2061 -7.3008 -4.6210 1.1 -1.1 0.6
C -6.3985 -7.7396 -5.4410 -1.0 0.2 -0.3
C -4.1278 -8.4034 -4.7524 0.0 -1.0 -0.9
N -5.6390 -7.1869 -3.2172 -0.6 1.3 -0.7
O -6.2873 -8.3378 -2.7503 0.4 0.0 0.2
H -3.0661 -6.9892 -0.9055 -0.1 0.4 -0.2
H -4.2846 -8.1674 -0.8391 0.0 -0.4 -0.4
H -3.2031 -8.0614 -2.2928 0.0 -0.2 0.1
H -6.3804 -6.7703 -0.6931 0.4 -0.2 0.2
H -5.2485 -5.4169 -0.3471 0.3 -0.3 0.0
H -6.4446 -5.3364 -1.6192 0.1 0.1 0.0
H -4.4902 -4.3836 -2.4507 -0.8 -0.2 -0.6
H -3.0876 -5.1665 -2.2014 -0.2 -0.7 0.6
H -3.0831 -4.5194 -4.6203 -0.3 0.3 0.3
H -2.7311 -6.1504 -4.1535 0.1 0.2 -0.1
H -4.2452 -6.1218 -6.0934 0.1 -0.1 0.1
H -5.4071 -5.2220 -5.1967 -0.2 -0.2 0.2
H -6.7214 -8.7390 -5.1540 0.0 0.0 0.1
H -6.2490 -7.7603 -6.5224 0.5 0.1 0.1
H -7.2493 -7.0718 -5.2789 0.1 0.0 0.2
H -3.0834 -8.1213 -4.6329 -0.1 0.2 0.5
H -4.1378 -8.8774 -5.7434 -0.2 0.4 -0.1
H -4.3780 -9.2669 -4.1292 0.2 0.2 0.3
H -5.5872 -8.9360 -2.4420 -0.1 -0.1 0.0
C 8.4733 6.7179 -2.5985 1.0 1.3 0.7
O 7.1065 6.4557 -2.5712 -0.2 -0.2 -1.4
C 6.4035 6.9374 -1.4573 0.3 -0.2 0.6
C 4.9622 6.5076 -1.5879 -1.5 -0.5 -0.6
N 4.8839 5.0749 -1.9069 1.5 0.0 0.6
C 3.9185 4.5995 -2.8672 -0.5 0.6 0.1
C 4.4025 3.4078 -3.6569 -0.1 -1.2 0.4
O 5.6808 3.5447 -4.2308 0.0 0.1 -0.1
C 5.7919 4.5767 -5.1826 0.1 0.2 0.0
H 8.6495 7.7921 -2.4077 0.0 -0.2 0.5
H 9.0006 6.6350 -3.5513 -0.9 -0.8 -0.4
H 9.0165 6.1073 -1.8687 0.0 0.1 0.1
H 6.5023 8.0219 -1.3373 -0.1 0.0 -0.2
H 6.8386 6.4777 -0.5566 -0.1 0.0 0.1
H 4.4017 7.0306 -2.3799 0.5 0.4 0.0
H 4.4076 6.7407 -0.6724 0.2 0.0 0.1
H 5.8217 4.8837 -2.2474 -0.2 -0.5 -0.2
H 3.6220 5.3784 -3.5915 0.0 0.1 0.2
H 3.0198 4.3071 -2.3135 -0.2 -0.1 -0.3
H 3.6301 3.1068 -4.3812 0.1 0.4 -0.3
H 4.4877 2.5074 -3.0403 0.1 0.3 0.3
H 5.6663 5.5663 -4.7299 -0.1 0.0 0.0
H 5.0712 4.4546 -5.9989 0.0 0.0 0.0
H 6.8056 4.5333 -5.5766 0.0 -0.1 -0.1
C -4.3071 -1.8685 -1.5351 -0.3 1.1 -0.1
O -3.1041 -2.5489 -1.3416 0.6 -0.9 0.6
C -2.1955 -2.4516 -2.4251 -1.5 0.9 -1.5
C -1.4194 -1.1436 -2.4033 0.4 -0.8 1.2
N -0.2954 -1.3146 -1.4732 0.4 -0.2 -0.7
C 0.7634 -0.3352 -1.6653 -0.6 0.9 0.2
C 2.0590 -0.7888 -1.0247 0.2 -0.3 0.2
O 3.1939 -0.0948 -1.4746 0.2 0.7 -1.2
C 3.9012 0.6504 -0.5162 0.1 -1.5 1.4
H -5.0268 -2.2862 -2.2541 0.4 -0.6 0.0
H -4.1363 -0.8489 -1.9113 0.1 0.0 0.2
H -4.8026 -1.7801 -0.5692 0.0 -0.1 0.0
H -1.5108 -3.2877 -2.5534 0.0 -0.2 0.8
H -2.8376 -2.4980 -3.3214 0.3 0.2 -0.2
H -1.0168 -0.9464 -3.3951 -0.1 0.2 0.0
H -2.0578 -0.3359 -2.0277 -0.2 0.2 -0.6
H -0.6330 -1.3455 -0.5204 0.0 0.1 0.0
H 0.9317 -0.1929 -2.7352 0.1 -0.3 0.0
H 0.4307 0.6560 -1.3079 0.3 0.1 0.1
H 2.0324 -0.7180 0.0695 -0.3 -0.3 0.0
H 2.1700 -1.8275 -1.3521 0.1 -0.1 0.4
H 4.8640 1.0003 -0.8806 -0.4 0.5 -0.6
H 4.2244 -0.0614 0.2684 -0.2 0.2 0.2
H 3.2908 1.3920 0.0000 0.1 0.3 -0.3
C 1.9128 3.0671 2.7079 -0.5 0.4 -0.9
O 3.0908 2.7055 2.0293 1.4 -1.2 0.6
C 3.9131 3.6603 1.3557 -1.7 1.3 0.5
C 4.7067 4.5682 2.2990 0.0 -0.4 -0.2
N 3.9202 5.3992 3.2025 -0.4 -0.7 0.1
C 4.6391 5.6755 4.4395 0.3 0.4 -0.5
C 3.8075 6.3426 5.5053 0.4 -0.2 0.1
O 2.9238 5.3963 6.0558 -0.4 -0.5 -0.1
C 2.3011 5.8344 7.2516 0.0 0.6 -1.1
H 1.7362 4.1438 2.7933 0.1 -0.1 0.0
H 1.8951 2.6206 3.6996 0.0 0.0 0.0
H 1.0710 2.7108 2.1004 -0.1 -0.2 0.3
H 3.1487 4.1632 0.7483 0.8 0.7 -0.5
H 4.6669 3.1792 0.7405 -0.4 -0.5 -0.2
H 5.3658 5.2205 1.7181 0.1 -0.2 -0.1
H 5.3297 3.8226 2.8230 0.2 0.4 0.3
H 3.0842 4.8725 3.4214 0.2 0.3 0.3
H 5.4382 6.3693 4.1538 0.1 -0.1 0.3
H 5.1083 4.7801 4.8718 0.0 0.0 0.0
H 3.2800 7.2089 5.0866 -0.1 0.0 0.2
H 4.5132 6.6625 6.2865 -0.1 0.3 0.0
H 1.7313 6.7460 7.0237 0.2 0.2 0.3
H 3.0901 6.0299 7.9808 -0.3 0.0 0.4
H 1.5516 5.1091 7.5529 0.4 -0.3 0.2

=====

162
Properties=species:S:1:pos:R:3:forces:R:3 method="wB97M-V/def2-TZVPD" smiles=CC1(C)CCCC(C)(C)N1O.CC1(C)CCCC(C)(C)N1O.CC1(C)CCCC(C)(C)N1O.CC1(C)CCCC(C)(C)N1O.CC1(C)CCCC(C)(C)N1O.O.O.O.O total_charge=0 total_energy_ev=-74206.3467 homo_ev=-7.866 e_above_lowest_ev=1.676 orbital_gap_ha=0.289
C -5.3065 16.0915 15.5988 0.9 0.5 -0.2
C -4.9560 15.9590 14.0975 0.3 -0.6 1.5
C -4.5733 14.4750 13.8839 -0.8 0.0 -0.5
C -6.2208 16.3069 13.3431 -0.1 -2.4 -2.0
C -5.9304 16.5086 11.8135 -0.8 0.1 1.9
C -4.9912 17.6883 11.8095 0.7 0.0 -0.3
C -3.5916 17.4046 12.4520 -0.2 0.2 -0.7
C -2.7818 16.5008 11.5317 -0.7 -1.7 0.2
C -2.8803 18.7581 12.5866 -0.6 0.2 0.1
N -3.8378 16.8718 13.7897 -0.8 0.5 0.5
O -2.6526 16.4058 14.4170 0.1 0.1 -0.1
H -4.4040 16.0710 16.2162 0.1 -0.2 -0.1
H -5.7432 17.0775 15.7562 -0.4 -0.2 0.2
H -5.9087 15.2522 15.9425 -0.4 0.2 -0.1
H -5.3672 13.8071 14.2325 -0.2 0.3 0.0
H -4.4986 14.2885 12.8112 0.5 -0.3 0.1
H -3.7091 14.1630 14.4636 0.3 0.2 -0.3
H -6.7759 15.3602 13.3689 -0.2 0.1 0.3
H -6.9380 17.0199 13.7453 0.6 0.6 0.1
H -5.5597 15.6010 11.3354 0.3 0.0 0.2
H -6.9387 16.6413 11.4147 0.3 0.6 -0.6
H -5.4366 18.4560 12.4452 -0.1 0.3 -0.4
H -4.7985 18.0474 10.7953 0.0 0.3 0.1
H -3.2311 15.5000 11.5800 0.2 -0.1 0.2
H -1.7500 16.3749 11.8541 0.1 0.2 -0.2
H -2.9021 16.7010 10.4655 0.4 0.7 0.1
H -1.9600 18.7300 13.1682 0.0 -0.2 0.1
H -3.6011 19.4207 13.0722 0.3 0.2 0.1
H -2.6468 19.1860 11.6106 0.0 -0.1 -0.1
H -2.6590 16.8830 15.2592 0.3 0.2 -0.1
C -0.5468 19.8909 7.5193 0.2 1.0 -0.6
C -2.0140 20.3919 7.5637 1.2 -2.3 -2.0
C -2.7385 19.4344 6.5685 -1.0 0.0 0.0
C -2.4619 20.0808 8.9968 -1.3 1.1 -0.7
C -3.8534 20.6736 9.2201 -0.3 -0.1 -0.2
C -3.7921 22.1743 8.9885 0.7 0.0 -0.1
C -3.2330 22.5720 7.5793 -1.8 1.4 -1.3
C -4.4147 22.4981 6.5532 0.0 -1.4 0.9
C -2.8436 24.0558 7.6072 1.2 -0.7 0.1
N -2.1165 21.7734 7.0964 0.2 -0.3 3.7
O -1.6092 22.0610 5.8309 -0.3 -0.4 -0.1
H 0.0762 20.3884 8.2656 -0.1 -0.2 0.3
H -0.5221 18.8063 7.5941 0.1 0.0 0.3
H -0.0810 20.1409 6.5607 -0.1 -0.2 -0.1
H -2.8023 18.3932 6.8976 0.5 0.0 0.3
H -3.7903 19.6965 6.4370 0.1 0.2 0.0
H -2.3033 19.4220 5.5695 0.2 0.2 0.1
H -2.4998 18.9957 9.0836 0.3 0.0 0.2
H -1.7415 20.5276 9.6829 0.0 -0.1 0.2
H -4.5939 20.2810 8.5120 0.3 -0.3 -0.2
H -4.3030 20.3779 10.1720 0.3 0.4 0.3
H -3.1757 22.6583 9.7519 0.2 -0.1 0.0
H -4.7865 22.6068 9.1109 0.0 0.1 -0.3
H -4.0684 22.6331 5.5317 -0.1 0.3 0.0
H -5.2563 23.1254 6.8443 0.2 0.4 -0.2
H -4.7997 21.4762 6.6461 -0.1 0.0 -0.4
H -3.6560 24.7165 7.8964 -0.1 0.0 0.0
H -2.4548 24.2971 6.6174 -0.2 0.3 0.0
H -1.9983 24.1482 8.2974 -0.1 0.3 0.1
H -0.6666 22.1570 6.0131 -0.1 0.3 -0.2
C -11.8179 13.3537 17.1506 -0.4 -0.2 2.4
C -10.6786 14.2604 16.7185 0.4 -0.2 -0.8
C -9.6091 14.3827 17.8086 -0.5 0.0 0.8
C -10.1476 13.5736 15.4693 1.3 1.2 -1.5
C -9.2326 14.5054 14.6504 0.1 0.1 1.1
C -10.0363 15.7065 14.2072 0.8 -0.5 -1.1
C -10.6105 16.5102 15.3663 -0.3 0.6 0.1
C -9.5518 17.3789 16.0694 -0.4 0.2 0.3
C -11.7451 17.4029 14.7927 0.0 -0.7 0.4
N -11.2351 15.5719 16.3117 -0.6 -1.2 -0.7
O -11.8324 16.2028 17.4220 0.2 0.3 0.0
H -11.4834 12.3942 17.5603 0.5 -0.1 -0.7
H -12.2486 13.7356 18.0878 -0.4 0.4 -0.4
H -12.6003 13.1401 16.4282 0.1 0.4 -0.2
H -9.9828 15.0680 18.5745 0.0 0.1 -0.1
H -9.4834 13.4339 18.3349 0.2 -0.1 -0.2
H -8.6329 14.7555 17.5021 -0.1 -0.1 -0.3
H -9.5749 12.6639 15.6450 -0.5 -0.2 0.5
H -10.9793 13.4179 14.7782 -0.2 -0.6 0.3
H -8.4175 14.9103 15.2649 0.0 -0.3 0.1
H -8.7157 13.9780 13.8473 -0.4 0.0 -0.2
H -10.8236 15.3906 13.5166 -0.2 -0.1 0.2
H -9.3362 16.2605 13.5705 -0.3 0.7 0.3
H -10.0201 17.7700 16.9765 0.2 -0.3 0.2
H -9.2479 18.2895 15.5482 0.0 -0.3 -0.5
H -8.6701 16.7872 16.3138 0.1 0.1 0.1
H -12.3491 16.8350 14.0823 0.4 0.1 -0.4
H -11.2844 18.2862 14.3568 -0.4 0.1 -0.2
H -12.4992 17.6429 15.5437 0.5 0.6 0.3
H -12.7731 16.1750 17.2151 0.0 0.0 0.1
C -5.1720 16.7042 8.0158 0.9 -0.4 0.3
C -6.1825 16.7748 6.8432 -0.4 0.3 0.4
C -6.7853 15.3951 6.6378 0.3 -0.8 -0.1
C -7.2958 17.7419 7.3388 1.6 1.4 0.7
C -8.1656 18.3604 6.2948 -1.2 -1.8 -0.7
C -7.3973 18.7792 5.0579 -1.0 1.6 -0.2
C -6.3022 17.8856 4.4737 1.1 0.1 0.9
C -6.8451 16.7611 3.5851 0.1 -0.5 0.6
C -5.2788 18.8244 3.7880 0.4 -0.3 -0.7
N -5.5304 17.3061 5.6300 -0.9 1.9 1.3
O -4.4037 16.5351 5.2822 -0.4 -0.5 -0.4
H -5.6242 16.2828 8.9163 -0.3 0.1 -0.2
H -4.3127 16.0420 7.8483 -0.3 -0.3 -0.3
H -4.6668 17.6181 8.3459 -0.6 0.5 -0.4
H -6.3192 14.9171 5.7750 -0.2 0.0 -0.1
H -6.5520 14.7237 7.4669 -0.3 0.1 0.2
H -7.8666 15.4674 6.5243 0.0 -0.2 -0.2
H -7.8236 17.3476 8.2095 -0.2 -0.5 -0.3
H -6.7589 18.5976 7.7784 0.2 -0.1 0.0
H -8.9177 17.6213 5.9726 0.2 -0.2 0.0
H -8.8196 19.1360 6.6969 0.5 0.4 0.0
H -7.0457 19.8097 5.1837 0.7 -0.3 0.4
H -8.1802 19.0004 4.3215 0.2 -0.5 -0.5
H -6.0217 16.1640 3.1891 0.0 0.3 -0.4
H -7.5689 17.0629 2.8309 0.3 0.2 -0.2
H -7.3487 16.0335 4.2254 -0.3 0.2 0.0
H -5.6114 19.3316 2.8781 -0.5 -0.4 -0.1
H -4.3971 18.2390 3.5235 0.0 0.0 -0.1
H -4.9161 19.6485 4.4029 -0.3 -0.3 0.5
H -3.8711 16.6254 6.0798 0.4 0.1 -0.3
C -4.3656 17.6258 19.1208 1.0 -0.4 -0.3
C -5.1408 18.8188 18.6109 -0.7 1.0 0.8
C -4.4804 19.3726 17.3241 -0.3 -0.3 1.1
C -6.6111 18.4531 18.3682 0.4 -1.3 -0.9
C -7.3799 18.1571 19.6409 -0.6 0.3 -1.1
C -7.5323 19.4254 20.4218 0.3 0.2 0.0
C -6.1324 20.0303 20.7376 -1.4 -1.1 1.8
C -6.3585 21.4946 21.1353 0.8 -0.2 -0.2
C -5.5980 19.2184 21.9503 0.9 0.0 0.2
N -5.2301 19.9200 19.6035 -0.2 0.9 -1.1
O -3.9949 20.5412 19.8557 0.2 -0.3 0.2
H -3.3283 17.8994 19.3493 -0.1 0.2 0.2
H -4.7693 17.1240 19.9964 -0.2 0.0 -0.1
H -4.2443 16.9227 18.2925 -0.3 -0.2 0.2
H -4.3444 18.5562 16.6187 -0.3 0.2 -0.3
H -5.1225 20.1868 16.9942 0.2 -0.1 -0.5
H -3.4876 19.7615 17.5437 -0.1 0.1 0.1
H -7.0976 19.1849 17.7191 0.0 0.3 0.4
H -6.6354 17.5324 17.7721 0.2 0.0 -0.1
H -8.3747 17.8159 19.3379 0.1 -0.3 0.2
H -6.8820 17.3629 20.1964 -0.1 0.0 0.1
H -8.1498 19.2026 21.2970 0.6 0.3 0.4
H -8.1337 20.1545 19.8707 0.2 -0.1 -0.3
H -7.0323 21.9527 20.4133 0.3 0.3 -0.1
H -5.3721 21.9585 21.1557 -0.2 0.4 -0.1
H -6.7930 21.6172 22.1270 -0.1 -0.3 0.0
H -6.0788 19.3836 22.9160 -0.3 0.3 -0.2
H -4.5427 19.4565 22.1266 0.0 0.1 0.0
H -5.6226 18.1384 21.7974 -0.1 0.0 -0.2
H -3.4886 19.9496 20.4376 -0.1 0.0 0.0
O 1.2007 17.2878 13.9321 -0.1 0.0 0.2
H 1.5115 17.7791 14.7004 0.0 0.0 -0.1
H 0.2520 17.4654 13.8959 0.1 0.0 0.0
O -1.8539 12.3563 15.8557 -0.2 0.3 -0.3
H -1.4104 13.0955 15.3969 0.2 -0.5 0.4
H -2.2737 11.8452 15.1564 0.0 0.0 0.1
O -1.5619 17.7381 16.8120 0.1 -0.3 0.1
H -1.3559 18.4737 17.3995 -0.1 0.0 -0.1
H -1.5338 16.9572 17.3801 0.0 0.1 0.0
O -0.3289 14.4818 14.8208 -0.3 0.1 0.1
H 0.1952 15.1891 15.2142 0.1 -0.1 -0.2
H -1.2178 14.8598 14.7482 0.1 0.4 -0.3